Record 1
{
  "formula": "C26H20Cl5IrN8O2",
  "method": "the ωB97M-V functional and the def2-TZVPD basis",
  "symbols": ["Ir", "O", "C", "C", "C", "C", "N", "C", "C", "C", "C", "C", "C", "O", "C", "C", "N", "H", "H", "H", "H", "H", "H", "H", "H", "H", "H", "H", "H", "Cl", "C", "C", "C", "Cl", "C", "Cl", "C", "Cl", "C", "Cl", "N", "C", "N", "C", "N", "N", "C", "N", "C", "C", "C", "C", "C", "N", "H", "H", "H", "H", "H", "H", "H", "H"],
  "positions_angstrom": [[0.020, -0.554, 0.370], [2.028, -6.231, -3.137], [0.709, -5.792, -3.306], [0.468, -4.600, -2.436], [-0.693, -3.838, -2.547], [-0.847, -2.729, -1.743], [0.078, -2.362, -0.850], [1.190, -3.110, -0.702], [1.417, -4.220, -1.487], [2.105, -2.638, 0.351], [3.023, -3.453, 0.977], [3.853, -2.930, 1.967], [4.820, -3.812, 2.687], [4.586, -5.146, 2.336], [3.752, -1.565, 2.240], [2.801, -0.817, 1.588], [1.957, -1.340, 0.677], [2.213, -6.987, -3.705], [-0.014, -6.574, -3.033], [0.489, -5.531, -4.348], [-1.465, -4.095, -3.259], [-1.733, -2.111, -1.813], [2.325, -4.799, -1.400], [3.104, -4.502, 0.732], [4.731, -3.646, 3.768], [5.839, -3.496, 2.421], [5.190, -5.735, 2.801], [4.412, -1.092, 2.955], [2.715, 0.248, 1.765], [-1.993, 0.467, 0.825], [-1.065, 0.873, 1.731], [-0.287, 0.862, 2.810], [-0.465, -0.505, 3.475], [-1.164, -1.875, 2.577], [-0.021, -0.401, 4.725], [0.048, -1.614, 5.883], [0.439, 1.023, 4.916], [1.064, 1.623, 6.324], [0.246, 1.756, 3.760], [0.578, 3.396, 3.534], [-2.897, -0.447, 1.117], [-2.394, 1.583, 0.065], [-3.432, 3.608, -0.651], [-3.242, 4.186, -1.829], [-3.870, 5.263, -2.245], [-2.277, 3.548, -2.640], [-1.852, 2.555, -1.969], [-2.580, 2.557, -0.710], [-0.696, 1.645, -2.464], [-0.456, 1.850, -3.814], [0.638, 1.266, -4.439], [1.507, 0.522, -3.677], [1.221, 0.325, -2.335], [0.145, 0.810, -1.714], [-3.642, -1.103, 1.243], [-1.458, -0.040, -0.089], [-4.572, 5.699, -1.667], [-3.674, 5.634, -3.161], [-1.128, 2.495, -4.360], [0.816, 1.427, -5.494], [2.406, 0.098, -4.102], [1.907, -0.239, -1.716]],
  "mulliken_charge": [1.374, -0.505, -0.662, 0.202, -1.080, -0.086, -0.225, 0.538, -0.525, 0.314, -0.409, 0.246, -0.632, -0.504, -1.009, -0.530, -0.158, 0.330, 0.379, 0.397, 0.504, 0.529, 0.632, 0.627, 0.392, 0.381, 0.332, 0.537, 0.678, -0.092, -0.196, 1.137, 0.738, -0.046, -0.452, -0.098, 1.116, -0.029, -1.442, -0.122, -0.346, 0.837, -1.290, 0.370, -0.299, -0.509, 0.332, 0.804, 0.411, -0.721, -0.499, -1.002, 0.032, -0.084, 0.174, -0.331, 0.278, 0.260, 0.520, 0.482, 0.467, 0.531],
  "lumo_energy_ev": [-10.68, -10.64],
  "fmax_ev_per_a": 13.086,
  "relative_energy_kcal_mol": 627.9,
  "total_charge": 3,
  "e_homo_ev": [-16.52, -16.48],
  "multiplicity": 2,
  "total_energy_ha": -3994.80756
}

=====

Record 2
{
  "formula": "C26H20F2O2S",
  "method": "the ωB97M-V functional and the def2-TZVPD basis",
  "symbols": ["O", "S", "O", "C", "C", "C", "C", "C", "C", "C", "C", "C", "C", "C", "C", "C", "C", "C", "C", "C", "C", "C", "F", "C", "C", "C", "C", "C", "C", "F", "C", "H", "H", "H", "H", "H", "H", "H", "H", "H", "H", "H", "H", "H", "H", "H", "H", "H", "H", "H", "H"],
  "positions_angstrom": [[-3.169, 0.706, -0.344], [-1.810, 1.069, -0.689], [-1.466, 1.297, -2.077], [-1.597, 2.634, 0.232], [-2.724, 3.210, 0.816], [-2.598, 4.409, 1.523], [-1.348, 5.029, 1.638], [-0.224, 4.452, 1.031], [-0.359, 3.265, 0.303], [-0.558, -0.385, -0.009], [-1.552, -1.498, 0.217], [-1.681, -2.110, 1.470], [-2.492, -3.239, 1.611], [-3.210, -3.731, 0.520], [-3.104, -3.101, -0.729], [-2.278, -1.988, -0.882], [0.587, -0.706, -0.849], [1.429, 0.539, -1.170], [1.339, 1.152, -2.422], [2.137, 2.254, -2.722], [3.119, 2.684, -1.819], [3.170, 2.071, -0.578], [4.138, 2.455, 0.322], [2.286, 1.053, -0.202], [1.432, -1.875, -0.257], [0.823, -3.137, -0.188], [1.337, -4.147, 0.612], [2.583, -3.987, 1.229], [3.281, -2.822, 0.962], [4.548, -2.675, 1.477], [2.757, -1.780, 0.192], [-3.689, 2.717, 0.728], [-3.484, 4.852, 1.981], [-1.244, 5.964, 2.198], [0.758, 4.924, 1.115], [0.493, 2.811, -0.204], [-0.286, 0.141, 0.921], [-1.115, -1.701, 2.311], [-2.567, -3.709, 2.590], [-3.863, -4.598, 0.629], [-3.671, -3.453, -1.594], [-2.167, -1.519, -1.865], [0.197, -1.086, -1.811], [0.639, 0.751, -3.155], [2.008, 2.753, -3.682], [3.826, 3.467, -2.071], [2.329, 0.634, 0.805], [-0.110, -3.302, -0.732], [0.747, -5.055, 0.756], [3.005, -4.764, 1.866], [3.395, -0.925, -0.007]],
  "nbo_charge": [-0.933, 2.057, -0.950, -0.217, -0.213, -0.213, -0.192, -0.203, -0.234, -0.317, -0.051, -0.207, -0.158, -0.227, -0.207, -0.202, -0.314, 0.005, -0.197, -0.187, -0.312, 0.461, -0.343, -0.341, 0.017, -0.215, -0.191, -0.311, 0.469, -0.343, -0.319, 0.252, 0.222, 0.220, 0.222, 0.240, 0.233, 0.216, 0.210, 0.218, 0.220, 0.225, 0.242, 0.238, 0.225, 0.236, 0.242, 0.228, 0.224, 0.233, 0.241],
  "lumo_energy_ev": 0.40,
  "fmax_ev_per_a": 4.284,
  "relative_energy_kcal_mol": 0.0,
  "smiles": "O=S(=O)(c1ccccc1)[C@@H](c1ccccc1)C(c1cccc(F)c1)c1cccc(F)c1",
  "e_homo_ev": -9.02,
  "multiplicity": 1,
  "total_energy_ha": -1751.12481
}

=====

Record 3
{
  "formula": "C26H20IrN3O4STe",
  "method": "the ωB97M-V functional and the def2-TZVPD basis",
  "symbols": ["Ir", "C", "C", "C", "C", "C", "C", "C", "C", "H", "H", "H", "H", "H", "C", "Te", "C", "C", "C", "C", "C", "C", "C", "H", "H", "H", "H", "H", "H", "H", "H", "C", "C", "C", "C", "C", "C", "C", "S", "O", "O", "O", "H", "H", "H", "H", "H", "H", "H", "O", "N", "C", "C", "N", "C", "N"],
  "positions_angstrom": [[0.820, 0.428, -1.290], [-1.025, 0.258, -1.272], [-2.249, 0.158, -1.300], [-3.642, -0.034, -1.471], [-4.163, -0.129, -2.770], [-5.519, -0.320, -2.959], [-6.367, -0.414, -1.862], [-5.863, -0.314, -0.571], [-4.509, -0.124, -0.374], [-3.490, -0.051, -3.612], [-5.917, -0.392, -3.961], [-7.427, -0.561, -2.014], [-6.530, -0.377, 0.278], [-4.112, -0.023, 0.626], [-2.339, -0.782, 3.240], [-1.482, -2.272, 2.010], [-1.256, -3.411, 3.785], [-1.868, -2.604, 4.902], [-1.896, -3.108, 6.199], [-2.470, -2.369, 7.217], [-3.020, -1.121, 6.948], [-2.990, -0.613, 5.662], [-2.410, -1.352, 4.633], [-3.313, -0.510, 2.833], [-1.680, 0.083, 3.157], [-0.194, -3.614, 3.936], [-1.762, -4.364, 3.621], [-1.470, -4.081, 6.408], [-2.492, -2.765, 8.223], [-3.469, -0.543, 7.743], [-3.411, 0.362, 5.453], [7.462, 2.173, -4.760], [6.016, 2.129, -4.371], [5.585, 2.630, -3.148], [4.248, 2.587, -2.787], [3.340, 2.040, -3.677], [3.736, 1.537, -4.913], [5.073, 1.581, -5.245], [1.642, 2.001, -3.299], [0.895, 2.848, -4.153], [1.519, 2.270, -1.788], [1.176, 0.540, -3.299], [8.075, 2.594, -3.966], [7.599, 2.780, -5.656], [7.830, 1.172, -4.985], [6.305, 3.057, -2.462], [3.919, 2.966, -1.830], [3.009, 1.119, -5.596], [5.398, 1.187, -6.200], [-0.098, -0.157, 1.500], [0.876, 0.007, 0.714], [2.102, -0.241, 1.147], [3.092, -0.031, 0.147], [3.818, 0.065, -0.744], [2.347, -0.736, 2.453], [2.551, -1.162, 3.501]],
  "nbo_charge": [1.075, -0.197, 0.036, -0.201, -0.119, -0.212, -0.151, -0.236, -0.090, 0.232, 0.233, 0.229, 0.227, 0.195, -0.660, 1.153, -0.709, 0.026, -0.215, -0.184, -0.187, -0.181, -0.099, 0.250, 0.279, 0.266, 0.259, 0.224, 0.231, 0.230, 0.222, -0.638, 0.041, -0.202, -0.175, -0.330, -0.169, -0.208, 2.346, -0.846, -0.864, -0.906, 0.224, 0.235, 0.233, 0.225, 0.241, 0.236, 0.228, -0.525, 0.037, -0.100, 0.223, -0.244, 0.230, -0.221],
  "lumo_energy_ev": [-5.37, -5.69],
  "fmax_ev_per_a": 0.737,
  "relative_energy_kcal_mol": 1.9,
  "total_charge": 1,
  "e_homo_ev": [-11.56, -11.41],
  "multiplicity": 2,
  "total_energy_ha": -2238.05089
}

=====

Record 4
{
  "formula": "C26H20N5O4S3Sn",
  "method": "the ωB97M-V functional and the def2-TZVPD basis",
  "symbols": ["Sn", "S", "C", "N", "C", "C", "C", "C", "C", "C", "S", "H", "H", "H", "H", "C", "C", "C", "C", "C", "C", "C", "S", "O", "O", "N", "C", "C", "O", "O", "H", "H", "H", "H", "H", "H", "H", "H", "H", "N", "C", "C", "C", "C", "C", "C", "C", "N", "C", "C", "N", "C", "H", "H", "H", "H", "H", "H", "H"],
  "positions_angstrom": [[1.205, 0.221, 0.907], [2.369, -1.364, 3.475], [2.722, 0.279, 3.567], [2.975, 1.067, 2.530], [3.226, 2.374, 2.898], [3.503, 3.420, 2.021], [3.720, 4.686, 2.532], [3.671, 4.923, 3.905], [3.405, 3.891, 4.791], [3.179, 2.624, 4.277], [2.790, 1.144, 5.108], [3.517, 3.217, 0.958], [3.916, 5.508, 1.856], [3.833, 5.926, 4.280], [3.378, 4.066, 5.860], [-5.928, 2.736, -0.421], [-4.451, 2.835, -0.147], [-3.671, 1.686, -0.035], [-2.316, 1.777, 0.232], [-1.725, 3.021, 0.377], [-2.480, 4.174, 0.251], [-3.838, 4.077, -0.012], [-0.009, 3.130, 0.887], [0.320, 4.533, 0.853], [0.030, 2.454, 2.181], [0.833, 2.209, -0.075], [0.747, 2.343, -1.512], [0.817, 0.945, -2.168], [0.501, 0.828, -3.345], [1.211, -0.018, -1.400], [-6.347, 1.828, 0.013], [-6.116, 2.711, -1.497], [-6.457, 3.597, -0.012], [-4.132, 0.711, -0.145], [-1.708, 0.885, 0.339], [-1.990, 5.130, 0.378], [-4.433, 4.979, -0.102], [1.571, 2.940, -1.917], [-0.190, 2.808, -1.833], [1.042, -8.506, -5.972], [0.850, -7.769, -5.110], [0.604, -6.863, -4.033], [-0.231, -7.236, -2.982], [-0.467, -6.365, -1.938], [0.125, -5.103, -1.918], [0.956, -4.730, -2.975], [1.193, -5.599, -4.019], [-0.109, -4.216, -0.855], [-0.888, -4.445, 0.270], [-0.828, -3.307, 1.008], [-0.031, -2.384, 0.376], [0.380, -2.943, -0.722], [-0.695, -8.212, -2.990], [-1.120, -6.680, -1.138], [1.416, -3.752, -2.985], [1.838, -5.303, -4.835], [-1.408, -5.367, 0.447], [-1.284, -3.090, 1.960], [1.006, -2.433, -1.439]],
  "mulliken_charge": [1.058, -0.431, 0.224, -0.519, -0.151, -0.265, -0.548, -0.455, -0.473, 0.829, -0.297, 0.273, 0.364, 0.350, 0.363, -1.456, 1.000, -0.999, -0.103, -0.272, -0.288, -0.685, 1.721, -0.786, -0.702, -0.305, -0.415, 0.387, -0.717, -0.614, 0.365, 0.281, 0.374, 0.360, 0.105, 0.499, 0.343, 0.313, 0.268, -0.521, 0.132, 0.356, -1.076, -0.419, 1.891, -0.487, -1.115, 0.276, 0.048, -1.257, 0.034, -0.429, 0.426, 0.270, 0.364, 0.441, 0.293, 0.475, 0.301],
  "lumo_energy_ev": 1.61,
  "fmax_ev_per_a": 0.570,
  "total_charge": -1,
  "e_homo_ev": -4.68,
  "multiplicity": 1,
  "total_energy_ha": -2986.54895
}